# 1
ORCA calculation (wB97M-V/def2-TZVPD) on a structure of composition C18H47ClGaN4O3Si4.

```
78
Properties=species:S:1:pos:R:3:forces:R:3:lowdin_charge:R:1
Ga 1.0502 -0.7767 0.2400 -0.2 -0.1 0.2 0.402
C 5.6972 -0.2286 0.3982 0.0 0.0 0.0 0.013
O 4.9541 -0.4176 1.6264 0.2 0.2 -0.1 0.016
C 3.6560 -0.3531 1.5273 -0.1 0.3 0.0 -0.649
O 3.0254 -0.0644 0.5137 0.6 -0.1 -0.5 -0.005
N 3.0019 -0.5333 2.6959 -0.1 0.2 0.2 0.050
N 1.6693 -0.9260 2.5200 0.1 0.2 0.1 0.030
H 6.7395 -0.2374 0.6877 0.0 0.0 0.1 0.103
H 5.4341 0.7178 -0.0634 0.0 0.1 0.0 0.099
H 5.4850 -1.0433 -0.2871 -0.1 -0.1 0.0 0.100
H 3.5305 -0.8923 3.4735 0.0 -0.3 0.1 0.168
H 1.0892 -0.5254 3.2414 -0.1 0.2 0.0 0.098
H 1.6131 -1.9371 2.5506 0.0 -0.3 0.2 0.052
C 1.2696 1.2661 -3.4103 0.0 0.3 0.0 -0.011
N 1.4164 2.3883 -2.4890 0.0 0.0 -0.1 -0.059
C 1.5474 3.7128 -3.1016 0.0 -0.1 0.1 -0.140
C 1.1638 4.7788 -2.1014 -0.1 -0.1 0.0 -0.143
C 2.0063 4.5693 -0.8650 0.0 -0.2 0.0 -0.140
N 1.7750 3.2206 -0.3443 0.0 0.0 0.0 -0.049
C 2.0515 3.0224 1.0732 -0.1 0.0 -0.2 -0.012
C 1.4422 2.1872 -1.1538 0.2 0.2 0.0 -0.431
O 1.1535 1.0621 -0.6763 -0.2 -0.2 -0.2 -0.080
H 0.2568 1.2110 -3.8119 0.0 0.0 0.0 0.085
H 1.4991 0.3394 -2.9040 0.0 -0.1 0.1 0.077
H 1.9687 1.3994 -4.2374 0.0 0.0 0.0 0.103
H 0.8981 3.7421 -3.9743 -0.1 0.0 -0.1 0.130
H 2.5758 3.8636 -3.4425 0.0 0.0 -0.1 0.133
H 0.1071 4.6693 -1.8416 0.0 0.1 0.0 0.124
H 1.3185 5.7720 -2.5184 0.0 0.0 0.0 0.127
H 1.7425 5.2779 -0.0817 0.0 0.0 0.1 0.130
H 3.0659 4.7067 -1.1010 0.1 0.0 0.1 0.134
H 1.2860 3.4914 1.6900 0.0 0.1 0.0 0.091
H 3.0177 3.4663 1.3124 0.1 0.0 0.0 0.103
H 2.0896 1.9644 1.2938 0.0 0.0 0.0 0.058
Cl 3.1506 -3.1176 1.0594 0.0 -0.3 -0.2 0.609
C 1.8575 -2.6202 -0.1040 0.0 0.2 -0.1 -0.585
H 1.0381 -3.3106 0.0693 -0.1 -0.2 -0.1 -0.027
H 2.2600 -2.8062 -1.0929 0.0 0.0 -0.2 0.016
C -3.8274 -2.0359 -1.8430 -0.3 0.0 0.0 -0.211
Si -1.9610 -2.0199 -1.7753 -0.3 0.0 0.0 0.327
C -1.3219 -1.0475 -3.2343 0.2 0.3 -0.1 -0.213
C -1.3165 -3.7656 -1.9300 0.2 -0.2 0.1 -0.202
Si -1.3789 -1.0555 0.2827 0.7 0.2 0.1 0.436
Si -2.2575 1.0766 0.6766 -0.2 -0.1 0.0 0.337
C -4.0317 0.9751 1.2531 -0.3 0.0 0.0 -0.219
C -1.2282 1.8881 2.0174 0.2 0.0 0.2 -0.210
C -2.1832 2.1342 -0.8655 0.2 0.0 -0.3 -0.201
Si -1.8551 -2.5334 2.0510 -0.4 0.1 -0.1 0.334
C -1.3105 -1.7563 3.6668 0.0 0.2 0.2 -0.202
C -1.1270 -4.2454 1.9173 0.4 -0.2 -0.2 -0.201
C -3.7146 -2.7274 2.0876 -0.3 0.0 0.0 -0.207
H -4.1763 -2.4911 -2.7776 0.0 0.1 0.1 0.040
H -4.2381 -1.0203 -1.7897 0.0 -0.1 0.0 0.029
H -4.2549 -2.6099 -1.0132 0.0 0.1 -0.1 0.017
H -1.6922 -1.4683 -4.1754 0.0 0.0 0.1 0.046
H -0.2265 -1.0718 -3.2614 -0.2 0.0 0.0 0.016
H -1.6419 0.0004 -3.1824 0.1 -0.1 0.0 0.022
H -1.5863 -4.1825 -2.9072 0.0 0.1 0.1 0.043
H -1.7352 -4.4222 -1.1593 0.1 0.1 -0.1 0.020
H -0.2234 -3.8001 -1.8425 -0.2 0.0 0.0 0.020
H -4.0925 0.5421 2.2586 0.0 0.1 -0.1 0.024
H -4.6317 0.3504 0.5800 0.1 0.1 0.1 0.029
H -4.4958 1.9681 1.2861 0.1 -0.1 0.0 0.039
H -1.5294 1.5445 3.0144 0.0 0.1 -0.1 0.028
H -1.3235 2.9796 1.9967 0.0 -0.1 0.0 0.041
H -0.1735 1.6330 1.8821 0.0 0.1 0.0 -0.014
H -2.9195 1.8043 -1.6085 0.1 0.1 0.1 0.035
H -1.1908 2.0786 -1.3313 -0.2 0.0 0.0 0.006
H -2.3914 3.1828 -0.6237 0.0 -0.1 0.0 0.039
H -0.2225 -1.6943 3.7292 -0.2 -0.2 0.2 -0.008
H -1.6604 -2.3364 4.5267 0.0 0.0 -0.1 0.047
H -1.7103 -0.7395 3.7603 0.0 -0.1 0.0 0.026
H -0.0290 -4.2487 1.8867 -0.2 -0.1 0.0 0.019
H -1.4848 -4.7546 1.0161 0.1 0.0 0.1 0.021
H -1.4357 -4.8468 2.7795 0.0 0.1 -0.1 0.044
H -4.2247 -1.7616 2.1793 0.1 -0.2 0.0 0.016
H -4.0251 -3.3553 2.9316 0.0 0.1 -0.1 0.042
H -4.0738 -3.2066 1.1695 0.0 0.1 0.1 0.022
```
Forces are in eV/Å.

Calculated values
Frontier orbital gap, eV: 8.7
Charge: +1
Spin multiplicity: 1
LUMO energy, Eh: -0.0704
Energy above the lowest of the compared OMol25 structures with the same formula, charge and spin, kJ/mol: 0.0



# 2
ORCA calculation (wB97M-V/def2-TZVPD) on a structure of composition C18H48Br2N8O18.

```
94
Properties=species:S:1:pos:R:3:forces:R:3:lowdin_charge:R:1
C -3.5922 2.5215 2.0311 0.9 -0.4 0.5 0.113
N -2.8132 1.5629 1.1121 -1.1 1.5 0.0 -0.251
O -2.1769 2.0763 0.1674 -1.8 -1.5 2.7 -0.083
O -2.8488 0.3640 1.3444 -4.0 3.6 0.3 -0.077
H -2.8256 3.2539 2.2839 -0.7 -0.1 -0.2 0.048
H -3.8350 1.9610 2.9339 -0.2 -0.1 -0.4 0.106
H -4.4433 3.0427 1.5929 0.2 -0.6 -0.6 0.116
C -1.1685 -0.3069 -0.2969 2.9 1.4 -0.7 0.005
N 0.0540 0.5447 -0.4442 -4.1 0.0 -3.7 -0.228
O 0.8220 0.6749 0.4872 -9.9 1.0 -8.3 -0.098
O 0.1785 1.1459 -1.5207 0.1 -0.9 2.2 -0.029
H -1.5799 -0.0292 0.6736 1.5 -1.1 -1.6 0.035
H -0.8949 -1.3620 -0.3012 0.7 2.5 -0.2 0.060
H -1.9038 -0.0101 -1.0449 2.4 0.2 0.4 0.041
C -3.2188 -2.2773 1.9587 0.1 -0.9 0.6 0.034
N -2.6986 -2.9789 0.7546 -2.2 -0.3 -0.2 -0.367
O -2.0188 -2.3836 -0.0458 -4.2 0.8 2.0 -0.182
O -3.1549 -4.0722 0.5034 0.2 -0.7 0.3 0.125
H -2.9616 -1.2300 1.8000 -0.6 -1.3 0.8 0.056
H -2.7626 -2.7499 2.8285 -0.2 0.1 0.0 0.117
H -4.2857 -2.4940 1.9051 0.4 0.0 0.6 0.104
C 0.5443 -1.1651 3.6368 -0.5 0.1 0.1 0.111
N -0.5637 -1.0145 2.6251 1.4 0.3 0.3 -0.303
O -0.8521 -1.9944 1.9998 1.1 -0.3 0.4 0.069
O -1.0839 0.0818 2.4390 1.1 -1.8 2.3 0.004
H 1.1619 -2.0196 3.3600 -0.2 0.3 -0.1 0.099
H 0.0016 -1.3684 4.5600 0.2 0.1 0.2 0.115
H 1.1234 -0.2423 3.6690 -0.1 -0.2 0.1 0.096
C -0.7462 -3.7435 -1.0974 2.0 -2.8 -1.5 0.052
N 0.5478 -3.0173 -1.3831 0.4 0.3 -0.5 -0.289
O 1.3014 -3.4052 -2.2846 -1.3 0.4 1.6 0.112
O 0.7623 -1.9808 -0.7299 -1.4 -5.2 1.6 -0.040
H -0.6058 -4.7457 -1.5024 0.1 0.1 -0.5 0.110
H -1.5984 -3.2167 -1.5267 1.0 -0.8 -0.6 0.117
H -0.8713 -3.8913 -0.0248 0.7 0.0 -0.6 0.097
C 0.6510 2.1772 2.3855 -2.1 3.7 1.1 0.021
N -0.1595 3.2642 1.7563 -0.9 -0.9 1.5 -0.299
O -1.2214 3.6780 2.2700 2.6 -0.1 -0.3 0.011
O 0.3017 3.6402 0.7241 1.0 -0.1 1.0 0.055
H 0.9097 2.6429 3.3364 0.0 -0.4 0.5 0.139
H 1.5846 2.1096 1.8269 -3.5 2.5 0.1 0.010
H 0.0528 1.2699 2.4699 0.6 1.0 0.2 0.068
C -0.7015 3.4884 -1.3552 0.8 1.2 -1.0 -0.052
N -1.1452 4.6775 -0.5947 -1.2 2.0 0.6 -0.426
O -2.2825 4.7592 -0.1380 0.1 -0.7 -0.9 0.038
O -0.3380 5.5572 -0.3750 0.0 0.6 -1.2 0.049
H -1.1996 3.5090 -2.3245 -0.4 -0.2 0.4 0.070
H -0.8232 2.5945 -0.7435 0.0 1.4 -1.3 0.034
H 0.3469 3.7053 -1.5597 -0.1 -0.3 0.1 0.113
C -3.7718 -0.0112 -1.1806 -3.7 -3.9 0.9 -0.251
N -4.9485 -0.5048 -0.3916 -2.2 0.5 -0.8 -0.334
O -6.0623 0.0246 -0.6554 2.6 -1.1 0.9 0.063
O -4.7669 -1.3922 0.4139 -1.2 0.6 -0.9 0.032
H -4.1786 0.1104 -2.1845 -0.7 -1.3 1.2 0.014
H -3.0145 -0.7937 -1.2289 -1.2 0.1 0.4 0.091
H -3.4781 0.9774 -0.8278 -0.6 -2.2 1.6 -0.068
Br -3.3205 1.8477 -2.4157 2.9 6.6 -6.6 1.041
C -2.4146 1.3197 -4.1157 0.7 0.3 -0.2 -0.484
C -0.9481 0.8983 -3.8863 -0.8 0.1 -0.2 -0.630
Br -0.1436 0.2230 -5.5648 -0.9 0.3 0.2 0.713
H -2.4419 2.1797 -4.7847 -0.3 -0.3 0.0 0.061
H -3.0252 0.4849 -4.4598 0.1 0.2 -0.2 0.060
H -0.8789 0.0992 -3.1482 0.1 0.1 -0.4 0.044
H -0.3401 1.7456 -3.5693 -0.1 -0.3 -0.2 0.045
C 2.9661 -0.6063 -0.2970 -3.8 -2.3 -8.7 -0.181
C 2.2640 -0.4535 -1.6005 2.1 2.9 -2.5 -0.203
O 3.2483 -0.5691 -2.6649 -0.5 -0.4 -0.1 -0.101
C 2.5829 -0.5229 -3.9157 -1.6 -0.7 0.8 -0.386
C 3.4733 -0.5398 -5.0806 1.3 1.1 -0.3 -0.087
H 2.3067 -0.4533 0.5573 -1.3 -1.7 -3.3 0.082
H 3.3078 -1.6409 -0.3282 0.3 -0.6 0.2 0.159
H 3.8728 -0.0179 -0.1564 -0.4 1.2 -3.7 0.137
H 1.3666 -1.0651 -1.6931 1.7 1.3 -1.6 0.056
H 1.9508 0.5902 -1.5741 0.5 0.0 -0.7 0.110
H 1.9272 -1.3875 -4.0197 -0.4 -0.3 0.4 0.090
H 1.9331 0.3518 -3.9428 0.0 0.2 0.1 0.056
H 4.1481 -1.3932 -5.0128 0.3 0.3 -0.2 0.087
H 3.9425 0.4419 -5.0167 1.1 -0.2 -0.3 0.083
H 3.0042 -0.5069 -6.0639 -0.5 -0.4 0.2 0.066
C 4.1732 -2.4205 4.3669 0.0 1.3 -1.5 -0.046
C 4.3999 -1.7346 2.9531 0.7 -0.3 0.9 -0.255
O 3.4576 -0.7280 2.7481 -1.6 -0.1 1.8 -0.150
C 3.5521 -0.0105 1.5382 4.0 0.8 6.4 -0.315
C 2.4102 0.9656 1.4381 9.1 -2.2 4.7 -0.170
H 4.2161 -1.6404 5.1269 0.0 -0.1 0.1 0.068
H 3.1622 -2.8279 4.3568 0.1 -0.3 0.2 0.050
H 4.9171 -3.1836 4.5956 -0.1 0.0 -0.2 0.069
H 5.3721 -1.2494 2.8665 0.5 -0.2 0.4 0.113
H 4.4053 -2.4893 2.1667 -0.4 -0.2 -0.2 0.114
H 4.4860 0.5515 1.5456 0.9 0.3 0.0 0.146
H 3.5891 -0.7180 0.7099 3.7 -0.9 7.7 -0.042
H 2.4908 1.4931 0.4876 0.6 0.8 1.0 0.161
H 2.3757 1.5242 2.3734 3.3 -1.2 0.0 0.103
H 1.4631 0.4280 1.3924 3.8 -1.4 5.0 -0.036
```
Forces are in eV/Å.

Calculated values
Frontier orbital gap, eV: 6.6
Spin multiplicity: 1
LUMO energy, Eh: -0.0426
Energy above the lowest of the compared OMol25 structures with the same formula, charge and spin, kJ/mol: 2555.2



We obtain DFT total energy values of -127939.42580; -208252.27833 eV for the records listed above, in that order.
We obtain HOMO level values of -10.6; -7.8 eV for the records listed above, in that order.